C5H12N2O2 in the gas phase, computed with the ωB97M-V functional and the def2-TZVPD basis.

The geometry in XYZ format:
```
21
Properties=species:S:1:pos:R:3:forces:R:3:mulliken_charge:R:1
H -0.026 -2.422 1.193 -0.036 -0.082 0.024 0.45
H -2.308 1.309 -1.481 -0.055 0.067 -0.037 0.44
H -0.372 1.182 1.538 -0.726 0.138 -0.727 0.47
H -0.186 2.378 -1.425 0.057 -0.037 0.139 0.30
H 3.399 -0.172 0.985 -0.044 -0.035 0.015 0.25
H -1.441 -0.082 -2.157 0.009 -0.052 -0.087 0.37
C 0.220 -0.628 0.010 -0.829 0.843 0.059 0.31
O 1.194 0.439 1.924 0.091 -0.247 -0.018 -0.70
C -0.647 -1.642 0.752 0.097 -0.007 -0.016 -1.56
H -2.485 -0.268 -0.726 -0.113 -0.083 0.038 0.39
H 2.768 -0.968 -0.423 -0.079 0.091 0.120 0.21
N 2.608 -0.495 0.451 0.207 -0.166 -0.057 -0.32
H 0.591 -1.036 -0.931 0.001 0.033 0.013 0.56
H 1.042 1.919 -0.438 -0.103 0.066 -0.014 0.24
C -0.605 0.710 -0.330 0.710 -0.983 -0.339 0.84
O -1.087 1.283 0.845 0.177 0.003 0.964 -0.63
H -1.204 -1.150 1.548 0.027 -0.027 -0.003 0.28
C -1.788 0.384 -1.239 0.327 0.190 0.333 -1.78
H -1.350 -2.113 0.069 -0.053 -0.036 -0.005 0.38
C 1.366 -0.204 0.890 0.240 0.323 -0.100 0.17
N 0.311 1.575 -1.053 0.094 0.002 -0.302 -0.66
```
Forces are in eV/Å.

Calculated values
LUMO level in eV: 0.8
2S+1: 1

=====

C5H12N2O2 in the gas phase, computed with the ωB97M-V functional and the def2-TZVPD basis.

The geometry in XYZ format:
```
21
Properties=species:S:1:pos:R:3:forces:R:3:mulliken_charge:R:1
O -2.161 0.903 -0.845 -0.109 -0.233 -0.604 -0.60
N 1.637 -1.441 -0.289 0.094 0.010 -0.162 -0.69
H -0.217 -1.951 1.527 -0.029 0.003 0.145 0.37
H -0.749 -2.712 0.016 0.025 -0.038 -0.058 0.43
N -0.776 1.110 0.963 0.062 0.020 -0.019 -0.07
O -0.124 -0.719 -1.590 -0.208 0.025 -0.302 -0.64
C 0.466 0.523 0.459 0.214 -0.082 -0.407 -0.20
H -1.616 -1.309 0.641 -0.058 -0.022 0.031 0.34
H -0.964 -0.218 -1.584 0.136 -0.025 0.046 0.49
H -2.597 2.004 0.796 0.069 -0.126 -0.123 0.36
C 0.305 -0.857 -0.265 -0.114 -0.110 0.767 1.05
C 1.190 1.528 -0.434 -0.035 -0.175 0.193 -1.47
H -0.663 1.660 1.798 -0.188 -0.002 0.064 0.28
H 0.624 1.694 -1.347 -0.020 0.052 -0.062 0.30
H 1.078 0.310 1.341 -0.143 0.018 -0.121 0.41
H 1.313 2.475 0.090 0.060 0.038 -0.001 0.40
C -1.890 1.348 0.248 -0.132 0.500 0.874 -0.04
H 2.029 -1.279 -1.212 0.020 -0.025 0.137 0.29
H 1.583 -2.442 -0.159 -0.017 -0.045 -0.083 0.27
H 2.169 1.137 -0.692 0.130 0.034 -0.084 0.42
C -0.635 -1.765 0.540 0.242 0.185 -0.230 -1.69
```
Forces are in eV/Å.

Calculated values
LUMO level in eV: 0.7
2S+1: 1

=====

Looking at highest occupied orbital energy for the records above, in order, we have -9.412, -9.437 eV.